Entry 1:
C47H40N4O3P2PtSi as an isolated structure in a non-equilibrium geometry, computed with ωB97M-V with the def2-TZVPD basis set.

Computed properties:
Total charge   +2
Electronic energy   -3350.4244 hartree
Energy relative to the best compared isomer or geometry (same formula, charge and spin)   48.1 kcal per mole
Frontier orbital gap (spin up / spin down)   5.2 / 4.2 eV
2S+1   5

Last column: Löwdin charge in e.
Positions of all 98 atoms, in Å:
Pt -0.245 -0.493 1.017  0.945
C 2.543 1.067 2.577  -0.208
Si 1.920 0.448 0.935  0.426
C 2.857 -1.159 0.619  -0.333
C 4.059 -1.277 1.264  -0.108
C 4.857 -2.437 1.151  -0.039
C 4.414 -3.548 0.439  -0.044
C 3.136 -3.454 -0.150  -0.039
C 2.313 -2.307 0.018  -0.389
P 0.593 -2.193 -0.357  0.927
C -0.006 -3.933 -0.127  -0.335
C -0.355 -4.320 1.189  -0.129
C -0.479 -5.645 1.553  -0.059
C -0.299 -6.680 0.568  -0.051
C -0.138 -6.308 -0.738  -0.070
C 0.027 -4.950 -1.062  -0.095
C 0.433 -2.012 -2.162  -0.334
C -0.746 -2.401 -2.761  -0.140
C -0.972 -2.191 -4.133  -0.047
C 0.038 -1.559 -4.880  -0.033
C 1.225 -1.073 -4.249  -0.067
C 1.487 -1.447 -2.968  -0.060
C 2.669 1.687 -0.318  -0.266
C 4.049 1.729 -0.668  -0.053
C 4.439 2.491 -1.771  -0.050
C 3.532 3.322 -2.451  -0.036
C 2.230 3.459 -1.931  -0.089
C 1.761 2.592 -0.953  -0.400
P 0.088 2.625 -0.277  1.124
C 0.229 4.374 0.121  -0.367
C 1.172 4.613 1.133  -0.045
C 1.415 5.986 1.519  -0.026
C 0.835 6.991 0.804  -0.070
C -0.047 6.728 -0.199  -0.052
C -0.363 5.430 -0.550  -0.065
C -1.084 2.455 -1.587  -0.382
C -2.449 2.615 -1.381  -0.112
C -3.341 2.685 -2.444  -0.074
C -2.917 2.731 -3.754  -0.038
C -1.544 2.558 -3.974  -0.053
C -0.661 2.321 -2.952  -0.061
H 3.427 1.730 2.544  0.060
H 2.867 0.269 3.267  0.053
H 1.695 1.546 3.059  -0.021
H 4.477 -0.448 1.839  0.097
H 5.830 -2.454 1.622  0.112
H 4.982 -4.457 0.370  0.109
H 2.829 -4.263 -0.859  0.126
H -0.583 -3.592 1.998  0.084
H -0.520 -5.885 2.646  0.122
H -0.419 -7.700 0.821  0.099
H -0.094 -7.065 -1.542  0.126
H 0.228 -4.710 -2.146  0.126
H -1.615 -2.869 -2.219  0.118
H -1.859 -2.511 -4.645  0.105
H -0.125 -1.320 -5.901  0.098
H 1.915 -0.426 -4.751  0.107
H 2.462 -1.285 -2.490  0.115
H 4.768 1.221 -0.015  0.111
H 5.444 2.413 -2.043  0.094
H 3.861 3.997 -3.288  0.133
H 1.556 4.299 -2.251  0.132
H 1.638 3.756 1.630  0.093
H 2.183 6.248 2.237  0.115
H 1.161 8.007 0.903  0.121
H -0.349 7.471 -0.877  0.107
H -0.969 5.192 -1.419  0.114
H -2.814 2.575 -0.359  0.106
H -4.445 2.725 -2.241  0.135
H -3.646 2.936 -4.506  0.113
H -1.162 2.600 -4.989  0.119
H 0.347 2.066 -3.216  0.096
N -2.407 -2.166 2.688  0.118
C -1.870 -1.095 3.410  -0.305
C -2.016 -1.058 4.799  0.003
C -1.266 -0.130 5.507  -0.011
C -0.603 0.911 4.860  -0.002
C -0.628 0.912 3.442  -0.132
N -1.132 -0.147 2.757  -0.133
C -2.797 -2.111 1.365  -0.337
C -3.860 -2.864 0.860  0.026
C -4.333 -2.544 -0.409  -0.027
C -3.815 -1.492 -1.156  -0.040
C -2.662 -0.873 -0.677  -0.090
N -2.130 -1.268 0.561  -0.080
H -2.833 -2.910 3.272  0.179
H -2.686 -1.827 5.211  0.139
H -1.215 -0.205 6.614  0.143
H -0.245 1.770 5.363  0.111
H -0.277 1.717 2.777  0.089
H -4.051 -3.837 1.338  0.139
H -5.173 -3.113 -0.750  0.119
H -4.230 -1.168 -2.105  0.122
H -2.078 -0.157 -1.227  0.085
O -4.398 -0.215 3.468  0.196
N -4.341 1.061 3.060  -0.452
O -5.280 1.800 3.373  0.205
O -3.413 1.420 2.312  0.109

***

Entry 2:
C47H41BiCl2N10O3S2 as an isolated structure in a non-equilibrium geometry, computed with ωB97M-V with the def2-TZVPD basis set.

Computed properties:
Electronic energy   -4520.2742 hartree
Energy relative to the best compared isomer or geometry (same formula, charge and spin)   34.3 kcal per mole
Frontier orbital gap   6.7 eV

Last column: Löwdin charge in e.
Positions of all 106 atoms, in Å:
Bi 0.469 1.062 -0.100  1.954
Cl -5.203 1.802 -3.766  0.703
C -3.537 1.818 -3.448  -0.728
C -3.184 2.264 -2.167  -0.084
C -1.861 2.298 -1.788  -0.231
N -1.298 2.679 -0.569  -0.062
C -1.966 3.497 0.243  -0.466
O -3.092 3.982 0.090  0.018
C -1.155 3.688 1.618  -0.162
C -1.550 4.652 2.521  -0.007
C -0.848 4.818 3.712  -0.054
C 0.235 3.990 3.952  -0.063
C 0.560 3.006 3.022  -0.151
N -0.143 2.839 1.903  0.004
C -0.909 1.725 -2.729  -0.257
C -1.256 1.256 -3.944  -0.048
C -2.606 1.301 -4.318  -0.702
Cl -3.104 0.827 -5.878  0.684
N 0.441 1.673 -2.288  -0.119
C 1.307 2.547 -2.892  -0.420
O 1.348 2.798 -4.111  0.044
C 2.248 3.238 -1.921  -0.241
C 3.264 3.975 -2.474  -0.006
C 4.060 4.773 -1.672  -0.050
C 3.791 4.799 -0.314  -0.046
C 2.652 4.106 0.142  -0.089
N 1.897 3.304 -0.658  0.047
H -3.988 2.436 -1.385  0.122
H -2.327 5.361 2.235  0.122
H -1.124 5.499 4.496  0.105
H 0.741 4.084 4.934  0.116
H 1.260 2.234 3.227  0.097
H -0.457 0.956 -4.622  0.108
H 3.373 3.927 -3.555  0.124
H 4.846 5.405 -2.107  0.119
H 4.347 5.462 0.332  0.104
H 2.338 4.098 1.221  0.115
S 1.587 -3.192 5.904  1.059
C 0.743 -2.627 7.282  -0.429
C -0.417 -2.068 6.967  -0.198
C -0.659 -2.036 5.553  -0.111
C 0.328 -2.654 4.876  -0.530
C 0.550 -2.766 3.425  -0.220
C 0.613 -1.600 2.658  -0.113
N 0.716 -1.607 1.378  0.093
C 0.914 -2.751 0.747  -0.183
C 0.975 -3.983 1.429  -0.152
C 1.278 -5.164 0.662  -0.020
C 1.561 -5.042 -0.647  -0.017
C 1.386 -3.805 -1.424  -0.111
C 1.531 -3.681 -2.825  0.050
C 1.375 -2.423 -3.394  -0.153
C 0.989 -1.378 -2.540  -0.118
N 0.837 -1.451 -1.266  0.080
C 1.111 -2.642 -0.675  -0.151
C 1.491 -2.057 -4.848  -0.484
C 1.729 -0.764 -5.321  -0.113
C 1.825 -0.753 -6.722  -0.185
C 1.640 -1.977 -7.311  -0.413
S 1.378 -3.167 -6.127  1.048
C 0.632 -3.970 2.754  0.032
H 1.167 -2.797 8.284  0.081
H -1.150 -1.742 7.693  0.107
H -1.678 -1.792 5.182  0.129
H 0.651 -0.665 3.212  0.131
H 1.279 -6.190 1.111  0.135
H 1.750 -5.918 -1.276  0.116
H 1.712 -4.599 -3.395  0.124
H 0.818 -0.458 -2.957  0.050
H 1.807 0.142 -4.724  0.102
H 2.040 0.109 -7.394  0.124
H 1.530 -2.231 -8.354  0.067
H 0.578 -4.970 3.266  0.152
C 4.760 1.177 1.051  -0.065
C 3.819 1.010 -0.103  -0.605
C 4.111 -0.178 -1.062  -0.027
O 2.537 0.907 0.363  -0.493
H 5.761 1.474 0.751  0.073
H 4.931 0.240 1.658  0.091
H 4.300 1.878 1.785  0.079
H 3.974 1.897 -0.716  0.096
H 4.039 -1.102 -0.492  0.073
H 5.072 -0.104 -1.546  0.073
H 3.279 -0.262 -1.772  0.055
C -2.429 -2.108 0.079  -0.168
N -3.629 -2.841 0.545  -0.088
C -3.660 -2.741 2.021  -0.151
N -3.727 -1.338 2.487  -0.103
C -2.579 -0.639 2.007  -0.215
N -2.458 -0.720 0.559  -0.080
C -3.664 -0.065 0.013  -0.175
N -4.871 -0.735 0.485  -0.090
C -4.797 -2.092 -0.004  -0.177
C -4.880 -0.657 1.938  -0.179
H -2.428 -2.088 -1.014  0.127
H -1.610 -2.744 0.414  0.106
H -2.696 -3.232 2.414  0.140
H -4.613 -3.216 2.417  0.137
H -1.694 -1.081 2.449  0.089
H -2.642 0.379 2.317  0.119
H -3.718 -0.117 -1.102  0.131
H -3.607 1.020 0.276  0.126
H -4.695 -2.099 -1.096  0.125
H -5.701 -2.683 0.236  0.128
H -5.856 -1.058 2.302  0.136
H -4.818 0.407 2.212  0.131

***

Entry 3:
C47H41F6N2O4PS2Sb2Ti as an isolated structure in a non-equilibrium geometry, computed with ωB97M-V with the def2-TZVPD basis set.

Computed properties:
Electronic energy   -5292.9488 hartree
Energy relative to the best compared isomer or geometry (same formula, charge and spin)   10.9 kcal per mole
Frontier orbital gap   7.8 eV

Last column: Löwdin charge in e.
Positions of all 106 atoms, in Å:
Ti 0.877 0.366 1.451  0.810
F 2.923 -2.081 2.777  0.130
C 3.102 -2.467 1.520  -0.662
F 2.199 -3.402 1.221  0.140
F 4.322 -2.980 1.396  0.153
S 2.916 -1.039 0.331  0.582
O 1.473 -1.026 -0.056  -0.419
O 3.828 -1.341 -0.715  -0.238
N 3.063 0.203 1.266  -0.420
S 3.065 1.802 0.381  0.785
O 1.529 1.675 0.070  -0.693
O 3.834 1.662 -0.828  -0.442
C 1.983 2.818 3.463  -0.065
F 1.217 3.294 2.437  -0.074
F 1.008 0.999 3.262  -0.419
F 1.333 3.260 4.516  0.044
C -0.619 1.305 -2.513  -0.400
C -1.193 2.709 -2.294  -0.337
C -0.987 3.314 -0.905  -0.322
Sb -1.478 1.903 0.637  1.618
C -3.043 0.904 -0.403  -0.354
C -2.822 -0.437 -0.698  -0.166
C -3.719 -1.167 -1.462  -0.072
C -4.864 -0.550 -1.947  -0.074
C -5.087 0.795 -1.681  -0.075
C -4.176 1.522 -0.923  -0.120
C -2.453 3.099 2.100  -0.356
C -3.689 3.702 1.886  -0.119
C -4.281 4.469 2.881  -0.084
C -3.639 4.646 4.100  -0.085
C -2.409 4.043 4.323  -0.079
C -1.825 3.266 3.331  -0.146
Sb 1.291 1.093 -3.516  1.529
C 0.517 1.901 -5.363  -0.393
C -0.020 1.162 -6.416  -0.122
C -0.487 1.790 -7.565  -0.093
C -0.425 3.171 -7.683  -0.099
C 0.116 3.922 -6.649  -0.097
C 0.592 3.288 -5.508  -0.168
C 0.925 -0.995 -3.888  -0.385
C -0.302 -1.536 -4.271  -0.144
C -0.444 -2.900 -4.495  -0.098
C 0.640 -3.750 -4.320  -0.111
C 1.861 -3.232 -3.914  -0.086
C 2.000 -1.864 -3.704  -0.142
H -1.309 0.713 -3.111  0.042
H -0.504 0.763 -1.575  -0.008
H -2.270 2.674 -2.479  0.090
H -0.806 3.402 -3.048  0.086
H -1.650 4.169 -0.766  0.060
H 0.032 3.650 -0.714  0.053
H -1.922 -0.923 -0.344  0.069
H -3.514 -2.209 -1.679  0.107
H -5.573 -1.108 -2.545  0.104
H -5.963 1.289 -2.081  0.104
H -4.353 2.580 -0.781  0.088
H -4.215 3.583 0.949  0.077
H -5.241 4.934 2.699  0.104
H -4.095 5.254 4.871  0.104
H -1.899 4.170 5.269  0.110
H -0.877 2.789 3.530  0.061
H -0.074 0.084 -6.351  0.080
H -0.899 1.195 -8.371  0.100
H -0.787 3.659 -8.578  0.098
H 0.179 5.000 -6.733  0.100
H 1.033 3.894 -4.723  0.086
H -1.164 -0.895 -4.412  0.087
H -1.402 -3.297 -4.807  0.100
H 0.532 -4.813 -4.496  0.100
H 2.710 -3.888 -3.766  0.104
H 2.960 -1.477 -3.380  0.084
N -0.195 -0.918 2.067  -0.306
P -1.416 -1.851 2.461  0.870
C -1.095 -2.659 4.040  -0.272
C 0.212 -2.774 4.500  -0.056
C 0.467 -3.421 5.701  -0.063
C -0.579 -3.954 6.440  -0.075
C -1.888 -3.832 5.987  -0.074
C -2.148 -3.181 4.793  -0.082
C -2.929 -0.912 2.742  -0.298
C -4.115 -1.127 2.047  -0.086
C -5.237 -0.365 2.343  -0.060
C -5.178 0.600 3.339  -0.063
C -3.997 0.813 4.039  -0.072
C -2.872 0.062 3.741  -0.080
C -1.736 -3.152 1.252  -0.278
C -0.894 -3.255 0.147  -0.076
C -1.101 -4.258 -0.793  -0.051
C -2.142 -5.159 -0.625  -0.070
C -2.973 -5.069 0.486  -0.071
C -2.770 -4.072 1.426  -0.086
H 1.018 -2.337 3.927  0.082
H 1.484 -3.500 6.061  0.109
H -0.378 -4.454 7.378  0.105
H -2.705 -4.231 6.573  0.105
H -3.172 -3.055 4.463  0.104
H -4.163 -1.865 1.260  0.092
H -6.153 -0.523 1.788  0.109
H -6.052 1.198 3.566  0.108
H -3.948 1.579 4.801  0.107
H -1.943 0.240 4.272  0.120
H -0.076 -2.556 0.022  0.072
H -0.444 -4.326 -1.653  0.099
H -2.303 -5.941 -1.356  0.106
H -3.776 -5.782 0.624  0.106
H -3.413 -4.020 2.296  0.102